1.
Computed, not measured: the ion C4H6 with charge -1, with wB97M-V/def2-TZVPD.

Values from the calculation:
<S²>: 0.768
highest occupied orbital energy (spin up / spin down): 0.50 / -2.39 eV

```
! wB97M-V def2-TZVPD RIJCOSX def2/J DEFGRID3
* xyz -1 2
C 0.2424 -1.0090 -1.5397
C -0.2469 -0.4999 -0.3810
C 0.5082 0.3600 0.5493
C -0.2253 0.9339 1.6146
H 1.1518 -0.5979 -1.9835
H -0.2665 -1.7852 -2.1034
H -1.2528 -0.8290 -0.0834
H 1.3630 0.9102 0.1446
H 0.0239 1.8163 2.1957
H -1.2980 0.7006 1.5867
*
```

---

2.
Computed, not measured: a structure of composition C27H30F7N5O7PtS2, with wB97M-V/def2-TZVPD.

Values from the calculation:
highest occupied orbital energy: -13.47 eV

```
! wB97M-V def2-TZVPD RIJCOSX def2/J DEFGRID3
* xyz 2 1
Pt -0.1229 -0.3456 -0.2435
C 2.3702 -3.1631 1.2769
N 2.9517 -2.0422 1.4089
C 3.4674 -1.3152 0.2296
C 2.6011 -1.1899 2.5753
C 1.1091 -0.8994 2.6182
C 0.6342 -0.0664 3.5925
C -0.7453 0.2012 3.6835
C -1.6478 -0.3734 2.8261
C -1.1928 -1.2507 1.8331
C 0.1974 -1.4556 1.6839
H 2.3807 -3.6881 0.3269
H 0.4731 -2.3297 1.1016
H 1.9445 -3.6468 2.1479
H 3.8524 -2.0277 -0.4941
H 4.2628 -0.6496 0.5512
H 2.6395 -0.7370 -0.1918
H 3.1589 -0.2640 2.4605
H 2.9406 -1.6817 3.4872
H 1.3058 0.4005 4.3022
H -1.0941 0.8648 4.4624
H -2.7063 -0.1929 2.9494
H -1.8888 -1.8291 1.2407
F 2.4971 1.9991 2.2976
C 2.1278 2.9395 1.4056
F 2.7971 2.7090 0.2779
F 2.4491 4.1238 1.8776
S 0.3063 2.7951 1.1230
O 0.2494 1.6078 0.2547
O -0.2635 2.6612 2.4224
N -0.0135 4.1080 0.4047
S -0.6968 4.3478 -1.0108
O -1.2306 5.6621 -1.0594
O -1.4715 3.2246 -1.4571
C 0.7594 4.3806 -2.1419
F 1.6409 5.2955 -1.7733
F 1.3611 3.1842 -2.1642
F 0.3375 4.6523 -3.3819
C 0.6688 -2.0952 -7.6603
C -0.6110 -2.3233 -6.8740
N -0.6229 -1.5814 -5.5999
C -0.3281 -2.2321 -4.4738
C -0.2548 -1.6582 -3.2252
C 0.0268 -2.6007 -2.0919
O 0.4349 -3.7187 -2.3224
O -0.2490 -2.2128 -0.8680
C -0.4342 -0.2641 -3.1207
O -0.2533 0.4379 -2.0772
C -0.8264 0.4416 -4.3241
C -1.1696 1.7964 -4.2438
C -1.5682 2.4589 -5.3640
F -1.9630 3.7357 -5.2454
C -1.6139 1.8411 -6.6298
C -1.2724 0.4993 -6.7015
C -0.9088 -0.2195 -5.5551
N -1.9841 2.5301 -7.8019
C -1.9879 3.9920 -7.8546
C -2.1561 4.4244 -9.3175
N -1.6270 3.3338 -10.2030
C -2.5073 2.1085 -10.1301
C -2.9918 1.9606 -8.6838
H 0.6270 -2.6459 -8.5994
H 1.5318 -2.4521 -7.0989
H 0.8257 -1.0401 -7.8850
H -0.7234 -3.3753 -6.6220
H -1.4999 -2.0443 -7.4384
H -0.1312 -3.2933 -4.5602
H -1.1790 2.2986 -3.2834
H -1.2712 0.0169 -7.6676
H -1.0442 4.3627 -7.4580
H -2.7952 4.4483 -7.2780
H -1.6158 5.3434 -9.5304
H -3.1990 4.5622 -9.5963
H -0.6916 3.0815 -9.8798
H -1.5429 3.6548 -11.1677
H -1.9010 1.2652 -10.4544
H -3.3280 2.2502 -10.8305
H -3.1539 0.9100 -8.4617
H -3.9549 2.4656 -8.5479
*
```

---

3.
Computed, not measured: a cluster of 11 separate species, C2H25O11 in total, with wB97M-V/def2-TZVPD.

Values from the calculation:
highest occupied orbital energy: -5.30 eV

```
! wB97M-V def2-TZVPD RIJCOSX def2/J DEFGRID3
* xyz -1 1
C -23.8599 -13.5550 -25.1460
C -24.6978 -12.6790 -24.2576
O -24.2309 -12.7215 -22.9366
H -24.0583 -13.4570 -26.2047
H -23.8267 -14.6298 -24.8182
H -22.8113 -13.2681 -25.1819
H -25.6769 -13.0708 -24.1653
H -24.7559 -11.7307 -24.7679
O -24.3169 -9.4200 -22.8984
H -24.6041 -8.5720 -22.5204
H -24.4390 -10.1257 -22.2888
O -21.9041 -11.3402 -26.5126
H -21.5617 -12.1834 -26.7447
H -22.2411 -11.4585 -25.6233
O -25.5407 -14.3387 -21.5046
H -25.1662 -15.2234 -21.6115
H -25.3284 -13.8318 -22.2634
O -25.0459 -11.4269 -20.8563
H -24.2482 -11.1544 -20.4175
H -24.9012 -11.9570 -21.6552
O -22.3454 -14.2297 -22.0026
H -22.9725 -13.5269 -22.3491
H -21.7928 -13.7111 -21.3885
O -23.8363 -16.6800 -21.9621
H -24.3142 -16.7492 -22.7887
H -23.3636 -15.7934 -21.9792
O -22.0025 -11.1559 -23.2213
H -22.8040 -11.6842 -23.3545
H -21.2814 -11.8243 -23.3257
O -21.3991 -14.3513 -27.2977
H -20.8134 -14.8419 -26.6733
H -22.2771 -14.3627 -26.9550
O -20.3169 -13.1202 -23.7633
H -19.9377 -12.7640 -24.5356
H -19.5249 -13.2658 -23.2968
O -26.6762 -9.5033 -24.2882
H -27.0071 -8.6407 -23.9488
H -25.8141 -9.6289 -23.8727
*
```

---

4.
Computed, not measured: a structure of composition C23H15IMoNO2S7, with wB97M-V/def2-TZVPD.

Values from the calculation:
<S²>: 0.796
highest occupied orbital energy (spin up / spin down): -13.05 / -13.05 eV

```
! wB97M-V def2-TZVPD RIJCOSX def2/J DEFGRID3
* xyz 2 2
Mo 1.9363 1.0732 0.6071
S 4.1434 6.0777 -4.1494
C 3.7604 4.9151 -3.0807
S 3.9866 5.0805 -1.3673
C 3.3833 3.5548 -0.9351
C 2.9606 2.7383 -1.9814
S 2.3804 1.1394 -1.6736
S 3.0803 3.3846 -3.5441
S 3.3416 2.9708 0.6824
I -5.6135 3.8766 4.2017
C -3.9247 3.4874 3.0611
C -3.0029 2.5405 3.4999
C -1.8797 2.2786 2.7395
C -1.6755 2.9635 1.5408
C -2.6018 3.9144 1.1080
C -3.7252 4.1757 1.8672
C -0.5125 2.7218 0.6948
O -0.2080 3.2342 -0.3376
O 0.3539 1.7127 1.2190
H -3.1638 2.0177 4.4322
H -1.1605 1.5483 3.0834
H -2.4324 4.4398 0.1780
H -4.4447 4.9107 1.5357
S 4.0268 0.1392 3.2921
C 3.1655 0.5060 2.1152
N 1.4959 -0.8831 0.2494
S 0.5125 -1.3813 -0.9816
C -1.0048 -1.8936 -0.1970
C -1.3089 -1.4798 1.0894
C -2.5410 -1.8324 1.6246
C -3.4418 -2.5723 0.8740
C -3.1225 -2.9667 -0.4203
C -1.8985 -2.6260 -0.9698
C 1.1940 -2.8965 -1.5776
C 1.1492 -4.0559 -0.8084
C 1.7573 -5.1964 -1.3015
C 2.3863 -5.1690 -2.5428
C 2.4142 -4.0075 -3.3011
C 1.8149 -2.8530 -2.8192
H 1.7574 -1.6553 0.8554
H -0.6062 -0.8939 1.6653
H -2.7942 -1.5264 2.6305
H -4.3994 -2.8438 1.2966
H -3.8278 -3.5422 -1.0037
H -1.6435 -2.9355 -1.9758
H 0.6299 -4.0733 0.1421
H 1.7320 -6.1106 -0.7248
H 2.8518 -6.0677 -2.9244
H 2.8962 -4.0010 -4.2687
H 1.8231 -1.9385 -3.3990
*
```

---

5.
Computed, not measured: a structure of composition C34H30Cl2NO3PS3Ti, with wB97M-V/def2-TZVPD.

Values from the calculation:
highest occupied orbital energy: -13.90 eV

```
! wB97M-V def2-TZVPD RIJCOSX def2/J DEFGRID3
* xyz 2 1
Ti 0.2876 0.4795 0.3666
C -2.9134 0.2891 -1.1295
C -2.1361 -0.0255 -2.4040
S -0.3165 -0.0091 -2.2633
C 0.0776 -1.6046 -3.0252
C -0.4680 -2.8393 -2.3208
S 0.1568 -2.9405 -0.6383
C -1.3094 -3.1083 0.3855
C -2.4656 -2.1535 0.1836
S -2.1954 -0.3575 0.3781
H -3.9324 -0.0949 -1.2134
H -3.0173 1.3603 -0.9604
H -2.4242 0.6743 -3.1906
H -2.3996 -1.0173 -2.7686
H 1.1670 -1.6355 -3.0538
H -0.2713 -1.5318 -4.0567
H -0.1382 -3.7074 -2.8955
H -1.5566 -2.8706 -2.3341
H -0.9263 -3.0398 1.4058
H -1.7305 -4.1118 0.2846
H -3.2416 -2.3921 0.9126
H -2.9145 -2.2694 -0.8030
O 0.4690 -1.5034 3.5202
C 1.1664 -1.0957 2.6526
O 0.6255 -0.9305 1.3677
C 2.6012 -0.7133 2.7311
C 3.1789 -0.9202 3.9791
C 4.4993 -0.5695 4.2174
C 5.2414 0.0036 3.2020
C 4.6708 0.2163 1.9514
C 3.3552 -0.1424 1.6885
P 2.7618 0.1293 -0.0285
C 3.6864 1.5072 -0.7277
C 5.0174 1.3488 -1.1299
C 5.7230 2.4198 -1.6464
C 5.1107 3.6619 -1.7725
C 3.7905 3.8260 -1.3832
C 3.0824 2.7516 -0.8664
C 3.2672 -1.3397 -0.9411
C 3.4153 -1.2761 -2.3282
C 3.7765 -2.4105 -3.0393
C 3.9950 -3.6085 -2.3703
C 3.8608 -3.6716 -0.9911
C 3.4965 -2.5410 -0.2759
H 2.5713 -1.3542 4.7618
H 4.9364 -0.7369 5.1912
H 6.2693 0.2914 3.3726
H 5.2760 0.6809 1.1855
H 5.5032 0.3849 -1.0483
H 6.7506 2.2910 -1.9540
H 5.6629 4.4960 -2.1803
H 3.3114 4.7901 -1.4839
H 2.0488 2.9050 -0.5766
H 3.2706 -0.3403 -2.8560
H 3.9021 -2.3563 -4.1116
H 4.2851 -4.4897 -2.9245
H 4.0474 -4.5995 -0.4702
H 3.4051 -2.6053 0.8004
Cl 2.1030 3.0978 3.9761
C 1.1587 3.7384 2.7017
C 0.9175 5.1363 2.6448
C 0.1910 5.6732 1.6215
Cl -0.0860 7.3701 1.5677
C -0.3321 4.8482 0.5778
C -1.0382 5.3024 -0.5485
C -1.4216 4.3988 -1.5073
C -1.1139 3.0451 -1.3377
N -0.4874 2.5610 -0.2728
C -0.0954 3.4690 0.6712
C 0.6340 2.9320 1.7377
O 0.7784 1.5851 1.6887
H 1.3189 5.7698 3.4219
H -1.2539 6.3563 -0.6576
H -1.9437 4.7148 -2.3984
H -1.3700 2.3448 -2.1184
*
```

---

6.
Computed, not measured: a cluster of 12 separate species, C4H32NO14 in total, with wB97M-V/def2-TZVPD.

Values from the calculation:
highest occupied orbital energy: -13.26 eV

```
! wB97M-V def2-TZVPD RIJCOSX def2/J DEFGRID3
* xyz 1 1
C 1.8451 -0.1828 0.6790
O 1.4322 -0.9822 1.7195
C 0.8628 -0.2772 -0.5237
C 1.2020 0.7864 -1.5739
C 0.4148 0.5858 -2.8294
O -0.6444 1.4222 -2.8692
O 0.6189 -0.1963 -3.7247
N -0.5702 -0.1017 -0.0390
H 1.9392 0.8092 1.1458
H 2.9201 -0.4481 0.3921
H 1.2771 -1.9025 1.4841
H 0.9761 -1.2753 -0.9785
H 2.2925 0.7882 -1.8159
H 1.0720 1.7945 -1.1935
H -1.1466 1.4078 -3.6792
H -0.9385 0.8759 -0.1102
H -0.5951 -0.2880 0.9969
H -1.2497 -0.8027 -0.4922
H -2.3607 -2.3680 0.0087
H -1.5055 -2.7567 -1.2939
O -2.0997 -2.0541 -0.8733
H -3.4954 1.7775 1.0029
H -2.1091 2.0260 1.7306
O -2.5379 1.7583 0.8539
H -0.9251 2.7236 -1.7124
H -1.7982 2.7912 -0.3688
O -0.9853 3.1278 -0.8083
H 2.2917 -2.9251 -3.5959
H 1.4079 -1.6589 -3.3523
O 1.7717 -2.4939 -2.9650
H -0.2460 2.8077 2.4502
H -1.0826 2.8302 3.7657
O -0.9620 2.3386 2.9326
H 0.5530 -3.3448 -2.0638
H -0.2616 -4.6300 -1.9185
O -0.1300 -3.7503 -1.5656
H -0.9678 0.5399 3.0049
H -0.0174 -0.6021 2.8766
O -0.9194 -0.3420 2.8477
H 0.2042 3.4151 0.4585
H 0.7929 4.5615 1.2751
O 0.7117 3.5622 1.2341
H 2.1901 2.9019 0.5263
H 3.7196 2.9269 0.2076
O 2.8577 2.4782 -0.0009
H -1.7217 -1.7746 2.1915
H -2.5027 -3.0656 2.3972
O -1.9791 -2.5550 1.7617
H -0.4297 -3.2685 1.3093
H 0.3567 -3.6059 0.0803
O 0.4714 -3.3849 1.0154
*
```

---

7.
Computed, not measured: a structure of composition C66H51N5O4PW, with wB97M-V/def2-TZVPD.

Values from the calculation:
<S²>: 2.038
highest occupied orbital energy (spin up / spin down): -7.79 / -9.28 eV

```
! wB97M-V def2-TZVPD RIJCOSX def2/J DEFGRID3
* xyz 1 3
W 0.2295 0.2618 -0.7760
C 3.2276 9.4195 1.4763
O 2.0595 9.1039 0.7259
C 1.8552 7.7788 0.4603
C 1.9394 6.8005 1.4471
C 1.6680 5.4801 1.1292
C 1.3000 5.1175 -0.1636
C 1.2109 6.1058 -1.1374
C 1.4903 7.4290 -0.8321
C 0.9917 3.6968 -0.4912
C 2.0690 2.7863 -0.5619
C 3.4088 3.1099 -0.3145
C 4.1354 1.9395 -0.3746
C 3.2401 0.9096 -0.6927
N 1.9521 1.4215 -0.8064
C 3.6056 -0.4365 -0.9250
C 2.7470 -1.3852 -1.4035
C 3.1435 -2.7135 -1.7970
C 2.0559 -3.3447 -2.2750
C 0.9400 -2.4401 -2.1765
C -0.3363 -2.7448 -2.5448
C -0.6286 -4.1014 -3.0914
C -0.4364 -4.4013 -4.4290
C -0.7137 -5.6695 -4.9315
C -1.1950 -6.6548 -4.0776
O -1.4973 -7.9185 -4.4577
C -1.2990 -8.2643 -5.8185
C -1.3975 -6.3623 -2.7270
C -1.1168 -5.1010 -2.2465
C -1.4231 -1.8562 -2.3797
N -1.3462 -0.5940 -1.7964
C -2.6578 -0.1344 -1.7222
C -3.0560 1.1217 -1.2129
C -4.5177 1.3486 -1.0435
C -5.2493 2.1433 -1.9263
C -6.6055 2.3302 -1.7514
C -7.2646 1.7198 -0.6836
O -8.5936 1.9643 -0.5931
C -9.3077 1.3517 0.4658
C -6.5494 0.9202 0.2022
C -5.1842 0.7413 0.0103
C -2.1812 2.1291 -0.9163
C -2.5655 3.4717 -0.5602
C -1.4431 4.2034 -0.4327
C -0.3153 3.3336 -0.6504
N -0.7827 2.0462 -0.9441
C -3.5265 -1.0906 -2.2620
C -2.7565 -2.1549 -2.6828
N 1.3739 -1.2265 -1.6307
C 5.0209 -0.8305 -0.6701
C 5.3364 -1.6156 0.4392
C 6.6369 -2.0034 0.6885
C 7.6602 -1.6114 -0.1752
O 8.9025 -2.0412 0.1494
C 9.9728 -1.6729 -0.7048
C 7.3617 -0.8298 -1.2865
C 6.0452 -0.4480 -1.5221
H 3.2513 10.5019 1.5639
H 4.1222 9.0748 0.9526
H 3.2040 8.9840 2.4761
H 2.1985 7.0746 2.4606
H 1.7297 4.7177 1.8974
H 0.9290 5.8341 -2.1475
H 1.4284 8.2037 -1.5845
H 3.7728 4.1022 -0.1083
H 5.1940 1.8097 -0.2273
H 4.1536 -3.0828 -1.7327
H 1.9888 -4.3426 -2.6764
H -0.0646 -3.6352 -5.0988
H -0.5546 -5.8694 -5.9807
H -1.5854 -9.3077 -5.9076
H -0.2513 -8.1503 -6.1064
H -1.9272 -7.6586 -6.4758
H -1.7706 -7.1436 -2.0784
H -1.2696 -4.8808 -1.1957
H -4.7459 2.6146 -2.7621
H -7.1810 2.9428 -2.4323
H -10.3411 1.6642 0.3521
H -8.9344 1.6826 1.4383
H -9.2505 0.2621 0.4034
H -7.0359 0.4383 1.0379
H -4.6284 0.1139 0.6990
H -3.5864 3.7990 -0.4531
H -1.3591 5.2519 -0.1984
H -4.5948 -0.9747 -2.3391
H -3.0838 -3.0654 -3.1573
H 4.5432 -1.9295 1.1089
H 6.8902 -2.6136 1.5454
H 10.8655 -2.1179 -0.2763
H 10.0919 -0.5875 -0.7436
H 9.8237 -2.0610 -1.7150
H 8.1345 -0.5167 -1.9728
H 5.8169 0.1582 -2.3907
N -0.0517 -0.1834 0.9279
P -0.6024 -0.6524 2.3594
C 0.5791 -1.7370 3.1446
C 0.2001 -2.9667 3.6726
C 1.1558 -3.7793 4.2677
C 2.4767 -3.3632 4.3301
C 2.8556 -2.1342 3.7995
C 1.9103 -1.3185 3.2047
C -0.8452 0.7969 3.3782
C -0.5885 0.7772 4.7465
C -0.8227 1.9170 5.5018
C -1.3063 3.0661 4.8916
C -1.5605 3.0855 3.5254
C -1.3331 1.9516 2.7648
C -2.1677 -1.4930 2.1354
C -3.1982 -1.3353 3.0602
C -4.3989 -2.0023 2.8673
C -4.5725 -2.8108 1.7516
C -3.5491 -2.9586 0.8240
C -2.3438 -2.3033 1.0137
H -0.8316 -3.2909 3.6167
H 0.8675 -4.7375 4.6781
H 3.2190 -3.9993 4.7938
H 3.8881 -1.8144 3.8513
H 2.2025 -0.3644 2.7797
H -0.1976 -0.1164 5.2179
H -0.6214 1.9093 6.5645
H -1.4837 3.9542 5.4838
H -1.9333 3.9834 3.0502
H -1.5288 1.9636 1.6985
H -3.0679 -0.6912 3.9210
H -5.2006 -1.8834 3.5839
H -5.5146 -3.3207 1.5980
H -3.6913 -3.5723 -0.0557
H -1.5506 -2.4076 0.2811
*
```

---

Record order is preserved below.
Relative energy (zero: lowest compared OMol25 entry of this formula, charge and spin): 0.000 0.000 0.795 0.114 0.068 0.000 0.000 eV
Record order is preserved below.
F_max: 2.8 1.3 3.1 0.3 1.2 4.6 0.4 eV/A